Here is a molecular structure, C14H33Cl2MnN4OP2 in a non-equilibrium geometry from the OMol25 dataset. Energies are from ωB97M-V/def2-TZVPD.

- HOMO-LUMO gap (alpha / beta) (eV) = 4.67 / 7.81
- total energy (Eh) = -3601.0894
- charge = +2
- multiplicity = 5
- molecular weight (g mol⁻¹) = 461.24
- strongest force on any atom (eV/Å) = 3.51

```
57
Properties=species:S:1:pos:R:3:forces:R:3:mulliken_charge:R:1
C 0.670905 -0.257692 -5.502417 -0.06 0.27 -0.22 -1.251
C 0.823450 -0.190972 -4.029171 3.16 -0.25 1.13 0.980
H 1.641878 -0.160094 -5.983631 0.10 -0.07 0.18 0.387
H 0.045285 0.587998 -5.820068 -0.07 -0.39 -0.03 0.349
H 0.216230 -1.216367 -5.794258 -0.07 0.36 0.12 0.330
O 1.810158 -0.172972 -3.330609 -3.19 0.08 -1.47 -0.365
Cl -0.880601 -0.191584 -3.240080 -0.02 0.01 -0.12 -0.077
Mn -0.495777 -0.069997 -0.891129 -0.16 0.07 1.52 -0.246
P -0.170576 2.457730 -1.232433 -0.37 0.78 0.38 1.035
C 1.121161 3.330302 -0.275206 0.20 -0.22 -0.05 -1.186
C 0.134613 3.040086 -2.929436 0.26 -0.37 -0.29 -1.029
H 0.320425 4.123345 -2.918744 -0.09 -0.30 0.05 0.500
H -1.769827 4.310598 -1.155347 0.10 -0.27 0.08 0.464
H -0.726419 2.824639 -3.569137 0.08 0.08 0.13 0.360
H -2.581371 2.704511 -1.228398 0.19 0.21 0.07 0.355
H 2.097244 2.895303 -0.541234 -0.23 0.27 0.11 0.390
H 1.016440 2.532611 -3.346214 -0.16 0.26 0.10 0.323
C -1.750944 3.274451 -0.790856 -0.05 -0.27 0.12 -1.291
H 1.109915 4.402780 -0.532627 -0.01 -0.42 0.10 0.507
H -1.886936 3.267420 0.299127 0.02 0.05 -0.34 0.305
H 0.966503 3.213467 0.804871 0.10 0.13 -0.35 0.290
P 0.131216 -2.569708 -1.027970 -0.33 -0.60 0.41 1.046
C 1.471374 -3.203671 0.044630 0.10 0.16 -0.11 -1.153
C -1.391079 -3.475087 -0.566192 -0.09 0.33 0.07 -1.284
H -0.269831 -3.088553 -3.377281 0.22 -0.10 0.30 0.334
H 0.725913 -4.340995 -2.579611 -0.05 0.32 0.07 0.520
H 1.459193 -2.766057 -3.043949 -0.29 -0.34 0.14 0.330
C 0.549229 -3.258883 -2.661083 0.20 0.43 -0.44 -1.045
H -2.250299 -2.998223 -1.060342 0.24 -0.21 0.11 0.342
H -1.319530 -4.525797 -0.867882 0.05 0.18 0.07 0.471
H 1.538281 -4.299753 -0.053209 -0.04 0.40 0.03 0.492
H 1.306625 -2.941531 1.096921 0.08 -0.17 -0.33 0.255
H -1.557018 -3.409724 0.516593 0.02 -0.07 -0.29 0.299
H 2.413756 -2.745059 -0.288066 -0.17 -0.23 0.13 0.384
Cl -2.732493 -0.125040 -0.355922 0.29 -0.05 -0.53 -0.417
C -0.889789 1.251899 2.030785 -0.50 0.60 0.38 -0.975
N -0.143944 0.064583 1.494897 -0.07 -0.14 -0.50 1.705
C -0.786344 -1.131287 2.144738 -0.56 -0.50 0.42 -1.015
N -0.704200 -1.076283 3.602647 0.17 0.65 -0.36 0.152
C -1.404363 0.138830 4.088703 -0.05 -0.02 -0.52 -0.622
N -0.801536 1.352151 3.484538 0.28 -0.68 -0.25 0.142
C 0.619634 1.412277 3.868883 0.09 -0.05 -0.07 -0.717
N 1.366842 0.215001 3.417238 -0.87 -0.02 -0.53 0.074
C 1.267978 0.144352 1.948921 0.90 0.05 0.66 -0.884
C 0.712464 -0.985893 3.986749 0.11 0.04 -0.05 -0.726
H -1.937675 1.144206 1.732814 0.24 0.02 0.05 0.206
H -0.484066 2.169879 1.594066 0.02 -0.31 0.11 0.021
H -0.296684 -2.048648 1.801238 -0.01 0.33 0.08 0.110
H -1.837779 -1.146269 1.833476 0.30 0.00 0.08 0.196
H -1.321723 0.196000 5.180797 -0.04 -0.03 -0.30 0.365
H -2.466849 0.085096 3.795542 0.42 0.01 0.19 0.337
H 1.070948 2.302696 3.405200 -0.07 -0.21 0.26 0.360
H 0.690139 1.478958 4.961198 0.03 0.07 -0.29 0.335
H 1.811569 -0.756231 1.622350 -0.20 0.36 -0.08 0.261
H 1.734197 1.054391 1.540515 -0.15 -0.36 -0.05 0.266
H 0.783339 -0.942210 5.079642 0.04 -0.07 -0.26 0.337
H 1.230761 -1.880953 3.615435 -0.04 0.20 0.20 0.366
```
Forces are in eV/Å.